[1]
# C17H37BBrCa2Cl5F3N3O15Si2

A molecular structure, C17H37BBrCa2Cl5F3N3O15Si2 at a distorted geometry (ωB97M-V/def2-TZVPD, the OMol25 dataset).

- Largest force on an atom: 0.09384 Eh/bohr
- HOMO-LUMO gap: 1.04 eV

Geometry as ORCA input:
```
! wB97M-V def2-TZVPD RIJCOSX def2/J DEFGRID3
* xyz 0 1
C -3.610 -1.324 8.045
C -3.750 0.127 7.578
B -5.083 0.908 8.111
O -4.907 2.167 8.879
Si -6.854 0.175 7.579
O -8.128 0.873 8.420
Si -9.540 0.027 8.578
H -2.817 -1.825 7.489
H -3.342 -1.350 9.101
H -4.517 -1.899 7.876
H -2.857 0.672 7.926
H -3.752 0.146 6.480
H -4.594 1.993 9.724
H -7.081 0.210 6.114
H -6.881 -1.281 7.906
H -10.523 0.871 9.281
H -9.264 -1.212 9.340
H -10.003 -0.370 7.231
Ca -4.640 2.953 6.893
N -6.465 0.516 3.495
O -5.621 -0.429 4.067
O -6.404 1.637 3.969
O -7.150 0.233 2.567
C -7.828 1.356 -2.591
C -7.221 1.751 -1.268
C -7.000 3.242 -1.082
O -5.861 3.277 -0.214
C -5.159 2.131 -0.406
O -4.067 1.928 0.015
O -5.875 1.256 -1.142
H -8.690 1.985 -2.817
H -7.091 1.452 -3.387
H -8.158 0.319 -2.572
H -7.803 1.341 -0.438
H -7.841 3.748 -0.615
H -6.747 3.744 -2.018
Cl -4.437 4.199 10.414
C -0.291 2.308 -1.083
Cl -1.548 3.435 -1.595
Cl 0.456 2.906 0.420
Cl -1.008 0.718 -0.779
Cl 0.921 2.174 -2.331
Ca -5.266 1.230 10.950
C 6.039 -4.039 -3.009
O 6.237 -2.694 -2.636
C 5.718 -1.738 -3.562
C 4.506 -1.024 -3.017
N 3.361 -1.917 -2.933
C 2.222 -1.382 -2.195
C 2.410 -1.042 -0.723
O 2.608 -2.163 0.130
C 3.928 -2.657 0.188
H 6.642 -4.653 -2.341
H 4.992 -4.349 -2.918
H 6.366 -4.220 -4.039
H 5.499 -2.204 -4.528
H 6.509 -1.001 -3.718
H 4.257 -0.191 -3.681
H 4.785 -0.606 -2.038
H 3.647 -2.786 -2.502
H 1.419 -2.121 -2.265
H 1.869 -0.490 -2.717
H 1.486 -0.575 -0.376
H 3.204 -0.301 -0.563
H 4.666 -1.857 0.075
H 4.117 -3.424 -0.569
H 4.063 -3.120 1.167
Br -3.887 0.423 3.373
C 8.890 -1.555 -5.379
C 10.270 -1.037 -5.711
O 10.381 -0.652 -7.100
C 9.895 0.538 -7.411
O 9.384 1.331 -6.679
C 10.127 0.811 -8.919
F 9.789 -0.247 -9.663
F 11.427 1.075 -9.133
F 9.413 1.855 -9.318
H 8.621 -2.376 -6.046
H 8.856 -1.911 -4.350
H 8.139 -0.775 -5.500
H 11.016 -1.817 -5.577
H 10.548 -0.197 -5.076
N 1.217 1.691 -5.717
O 0.088 2.195 -5.869
O 2.170 2.404 -5.326
O 1.399 0.479 -5.938
*
```

Here are the Mulliken charges for atoms 1 to 5, given in e: atom 1 (C): -1.089, atom 2 (C): -0.546, atom 3 (B): -0.247, atom 4 (O): -0.020, atom 5 (Si): 0.347

---

[2]
# C17H45NO7S6

8 unconnected molecules or ions with the total composition C17H45NO7S6 at a distorted geometry (ωB97M-V/def2-TZVPD, the OMol25 dataset).

- Largest force on an atom: 0.04434 Eh/bohr
- Relative energy (zero: lowest compared OMol25 entry of this formula, charge and spin): 0.0 kJ/mol
- HOMO-LUMO gap: 8.35 eV

Geometry as ORCA input:
```
! wB97M-V def2-TZVPD RIJCOSX def2/J DEFGRID3
* xyz 0 1
C 4.737 54.583 19.638
C 5.012 53.241 20.174
N 5.187 52.184 20.587
H 4.452 55.207 20.480
H 3.841 54.420 19.030
H 5.548 54.947 19.020
C 1.383 52.760 16.162
S 1.905 51.048 16.484
O 3.147 50.812 15.638
C 2.633 51.394 18.100
H 1.043 52.815 15.130
H 2.163 53.483 16.380
H 0.501 52.917 16.789
H 3.569 51.931 17.979
H 2.754 50.469 18.659
H 1.908 52.000 18.652
C 8.333 51.385 11.767
S 6.598 50.928 12.140
O 6.237 49.738 11.286
C 6.942 50.368 13.845
H 8.361 51.982 10.864
H 8.819 50.424 11.589
H 8.676 51.835 12.694
H 6.131 49.900 14.389
H 7.287 51.202 14.472
H 7.874 49.794 13.805
C 1.652 45.336 16.672
S 0.655 44.199 17.717
O -0.515 45.020 18.129
C 0.153 43.170 16.297
H 0.941 45.728 15.948
H 2.396 44.646 16.278
H 2.013 46.173 17.261
H -0.385 42.291 16.654
H 0.972 42.815 15.670
H -0.536 43.739 15.671
C 9.384 45.976 17.691
S 11.048 45.549 18.349
O 12.045 46.378 17.590
C 10.844 46.343 19.992
H 8.646 45.503 18.347
H 9.235 45.601 16.688
H 9.241 47.045 17.838
H 10.097 45.740 20.509
H 10.503 47.356 19.793
H 11.791 46.280 20.516
C 6.118 47.029 12.739
S 5.476 46.132 14.182
O 4.472 45.155 13.624
C 6.978 45.176 14.592
H 6.780 47.844 13.024
H 5.322 47.541 12.199
H 6.611 46.410 11.987
H 6.649 44.362 15.235
H 7.633 45.834 15.160
H 7.477 44.817 13.695
C 4.581 47.835 17.311
S 6.351 48.087 17.559
O 7.001 48.122 16.221
C 6.301 49.795 18.139
H 3.936 48.025 18.181
H 4.261 46.831 17.039
H 4.153 48.554 16.602
H 6.191 50.443 17.267
H 7.224 50.040 18.663
H 5.488 50.051 18.819
C 1.864 47.139 20.444
C 2.407 47.267 21.847
O 1.976 46.589 22.748
C 3.469 48.320 22.100
H 0.960 46.539 20.400
H 2.598 46.705 19.760
H 1.685 48.165 20.104
H 3.992 48.567 21.173
H 4.201 47.945 22.812
H 2.998 49.220 22.495
*
```

Here are the Mulliken charges for atoms 1 to 5, given in e: atom 1 (C): -0.653, atom 2 (C): 0.341, atom 3 (N): -0.393, atom 4 (H): 0.295, atom 5 (H): 0.180

---

[3]
# C24H24AsClO5PS6Tc

A molecular structure, C24H24AsClO5PS6Tc at a distorted geometry (ωB97M-V/def2-TZVPD, the OMol25 dataset).

- Largest force on an atom: 0.02685 Eh/bohr
- Relative energy (zero: lowest compared OMol25 entry of this formula, charge and spin): 14.4 kJ/mol
- HOMO-LUMO gap (alpha / beta): 5.42 / 5.42 eV

Geometry as ORCA input:
```
! wB97M-V def2-TZVPD RIJCOSX def2/J DEFGRID3
* xyz 0 1
Tc 0.285 1.648 -1.260
C -2.421 1.161 1.691
C -2.260 2.104 0.517
C -3.157 3.322 0.626
O -0.886 2.547 0.375
C -2.560 1.358 -0.761
O -3.584 0.796 -0.992
O -1.543 1.381 -1.678
H -2.231 1.692 2.625
H -1.725 0.329 1.615
H -3.441 0.777 1.697
H -2.922 3.868 1.541
H -4.200 3.006 0.655
H -3.012 3.986 -0.226
H -0.456 2.755 1.245
S 3.082 3.587 -4.678
As 1.236 2.959 -4.096
S 1.264 0.904 -3.038
S 0.616 3.654 -1.985
S -0.453 2.955 -5.250
O -1.478 -2.114 -1.513
C -1.015 -1.566 -0.420
O -0.348 -0.559 -0.358
H -1.313 -2.128 0.469
S 1.021 3.061 2.862
P 1.798 1.413 2.144
S 2.133 1.284 0.072
C 3.465 1.130 2.788
C 3.607 1.274 4.172
C 4.834 1.043 4.772
C 5.928 0.672 3.999
C 5.792 0.531 2.627
C 4.563 0.757 2.018
C 0.901 -0.086 2.611
C -0.081 -0.028 3.590
C -0.728 -1.191 3.998
C -0.388 -2.410 3.431
C 0.603 -2.473 2.454
C 1.247 -1.317 2.046
H 2.760 1.579 4.774
H 4.938 1.160 5.844
H 6.888 0.496 4.468
H 6.644 0.248 2.022
H 4.478 0.649 0.946
H -0.337 0.930 4.026
H -1.495 -1.141 4.761
H -0.889 -3.315 3.752
H 0.873 -3.425 2.013
H 2.011 -1.368 1.279
Cl 0.102 -4.236 -3.331
C -1.234 -3.539 -4.216
C -1.786 -4.265 -5.255
C -2.832 -3.716 -5.986
C -3.314 -2.453 -5.677
C -2.750 -1.743 -4.626
C -1.706 -2.274 -3.879
C -1.108 -1.470 -2.775
H -1.394 -5.245 -5.490
H -3.264 -4.281 -6.803
H -4.123 -2.021 -6.251
H -3.118 -0.754 -4.376
H -0.020 -1.445 -2.830
H -1.496 -0.454 -2.770
*
```

Here are the natural (NBO) charges for atoms 1 to 5, given in e: atom 1 (Tc): 0.507, atom 2 (C): -0.625, atom 3 (C): 0.145, atom 4 (C): -0.618, atom 5 (O): -0.780

---

[4]
# C34H32BrF4N5O2PRuS3

A molecular structure, C34H32BrF4N5O2PRuS3 at a distorted geometry (ωB97M-V/def2-TZVPD, the OMol25 dataset).

- Largest force on an atom: 0.02071 Eh/bohr
- <S²>: 0.756
- Relative energy (zero: lowest compared OMol25 entry of this formula, charge and spin): 54.3 kJ/mol
- HOMO-LUMO gap (alpha / beta): 7.05 / 5.66 eV

Geometry as ORCA input:
```
! wB97M-V def2-TZVPD RIJCOSX def2/J DEFGRID3
* xyz 2 2
Ru -0.237 0.549 -0.737
O -2.055 -3.091 -2.313
C -1.104 -3.935 -1.835
C -1.355 -5.292 -2.014
C -0.449 -6.233 -1.575
C 0.737 -5.844 -0.948
C 0.992 -4.506 -0.771
C 0.081 -3.527 -1.203
C 0.409 -2.126 -0.958
O -0.496 -1.213 -1.327
N 1.503 -1.732 -0.397
N 1.505 -0.335 -0.235
C 2.617 0.145 0.212
S 4.023 -0.851 0.412
C 4.930 0.392 1.373
C 4.573 1.763 0.839
S 2.767 1.817 0.656
H -1.775 -2.184 -2.132
H -2.272 -5.581 -2.511
H -0.659 -7.284 -1.724
H 1.447 -6.586 -0.611
H 1.908 -4.181 -0.295
H 5.994 0.186 1.261
H 4.650 0.290 2.421
H 5.026 1.944 -0.134
H 4.860 2.556 1.528
F -3.427 4.562 4.210
C -2.782 3.566 3.646
C -2.654 2.354 4.305
F -3.179 2.202 5.502
C -1.971 1.309 3.703
F -1.865 0.178 4.385
C -1.415 1.432 2.434
P -0.615 0.024 1.592
C 0.748 -0.405 2.689
C 1.324 -1.676 2.658
C 2.361 -1.981 3.525
C 2.840 -1.022 4.408
C 2.295 0.255 4.415
C 1.260 0.568 3.550
C -1.846 -1.315 1.680
C -1.822 -2.272 2.698
C -2.792 -3.260 2.750
C -3.801 -3.298 1.798
C -3.851 -2.332 0.802
C -2.880 -1.347 0.744
C -1.549 2.663 1.816
Br -0.776 2.984 0.123
C -2.217 3.724 2.390
F -2.321 4.890 1.768
H 0.964 -2.431 1.972
H 2.792 -2.973 3.512
H 3.637 -1.272 5.096
H 2.669 1.004 5.101
H 0.833 1.563 3.571
H -1.058 -2.249 3.460
H -2.763 -3.996 3.542
H -4.552 -4.075 1.836
H -4.639 -2.355 0.062
H -2.942 -0.598 -0.034
C -3.794 -0.124 -4.567
C -3.547 1.233 -3.892
C -2.689 1.095 -2.717
N -1.995 0.922 -1.824
H -4.284 0.043 -5.523
H -4.437 -0.753 -3.955
H -2.859 -0.652 -4.746
H -4.479 1.697 -3.564
H -3.052 1.935 -4.565
C 2.181 5.094 -2.155
N 1.623 3.740 -2.129
C 1.621 2.787 -3.048
S 1.027 1.179 -2.738
N 2.102 2.944 -4.276
C 2.576 4.141 -4.977
H 2.347 5.390 -1.122
H 1.499 5.808 -2.613
H 3.138 5.112 -2.666
H 1.224 3.455 -1.257
H 2.110 2.092 -4.816
H 1.989 5.011 -4.708
H 2.439 3.964 -6.040
H 3.633 4.327 -4.790
*
```

Here are the Mulliken charges for atoms 1 to 5, given in e: atom 1 (Ru): 0.149, atom 2 (O): -0.711, atom 3 (C): 0.558, atom 4 (C): -0.692, atom 5 (C): -0.393